# 1
{
  "formula": "C27H22CaI2N6O3S2Se2",
  "method": "the ωB97M-V functional and the def2-TZVPD basis",
  "symbols": ["Ca", "O", "N", "C", "C", "C", "C", "C", "S", "H", "H", "H", "H", "N", "C", "C", "C", "C", "C", "C", "N", "C", "C", "C", "S", "C", "N", "H", "H", "H", "H", "H", "H", "H", "Se", "Se", "C", "C", "C", "C", "C", "N", "C", "C", "C", "C", "C", "N", "H", "H", "H", "H", "H", "H", "H", "H", "C", "O", "C", "O", "H", "H", "H", "I", "I"],
  "coordinates": [[-0.0849, -0.6644, 0.1585], [-1.8027, -0.7200, -1.4816], [-1.6027, -1.5670, -2.4880], [-1.8219, -1.1587, -3.7979], [-1.7103, -1.9864, -4.8960], [-1.0880, -3.2038, -4.6083], [-0.7966, -3.5285, -3.3479], [-1.0797, -2.7928, -2.1888], [-0.8736, -3.4757, -0.6077], [-2.2312, -0.1459, -3.8305], [-1.8960, -1.6452, -5.9255], [-0.7017, -3.8096, -5.4483], [-0.3646, -4.4986, -3.1147], [-2.6360, 1.8757, 2.9930], [-2.9658, 2.6981, 1.8515], [-3.5929, 3.9354, 1.7701], [-3.7946, 4.3995, 0.5035], [-3.5085, 3.5968, -0.6156], [-2.8967, 2.3205, -0.5418], [-2.5717, 1.9270, 0.7515], [-2.0423, 0.6920, 1.1763], [-2.1550, 0.7149, 2.4973], [-1.5942, -0.4107, 3.2529], [-1.9310, -0.7850, 4.5409], [-1.4394, -2.4060, 4.8264], [-0.8363, -2.4294, 3.2364], [-0.9909, -1.3468, 2.5011], [-2.8946, 2.0579, 3.9588], [-3.8561, 4.4738, 2.6114], [-4.0278, 5.4319, 0.4769], [-3.8523, 4.0223, -1.5697], [-2.8629, 1.6251, -1.3311], [-2.4488, -0.2822, 5.3743], [-0.3807, -3.3357, 2.9234], [3.6005, -0.2169, -1.5788], [2.2915, -2.0931, -1.8897], [2.4256, -2.7852, -0.1672], [3.3259, -3.8454, 0.0676], [3.4183, -4.4369, 1.3048], [2.8782, -3.7629, 2.4002], [2.0816, -2.5928, 2.0903], [1.7737, -2.1510, 0.8351], [2.2442, 1.1030, -1.9584], [2.5936, 2.2108, -2.6833], [1.5415, 3.0179, -3.0917], [0.2585, 2.6729, -2.7467], [0.0464, 1.5995, -1.8978], [1.0235, 0.7808, -1.5326], [3.7455, -4.2846, -0.8204], [4.0112, -5.3876, 1.4411], [2.8624, -4.1817, 3.3955], [1.5869, -2.0063, 2.8840], [3.6345, 2.3314, -2.8854], [1.7571, 3.8811, -3.6445], [-0.6330, 3.2232, -2.9817], [-0.9667, 1.3468, -1.5093], [3.9212, 0.8161, 2.3404], [3.0647, 1.8811, 2.1351], [1.7840, 1.7096, 1.8091], [1.3583, 0.5877, 1.7705], [4.4342, 0.9181, 3.2976], [4.6483, 0.7951, 1.5070], [3.4676, -0.1562, 2.4106], [0.9340, 3.4402, 0.9904], [0.2196, 6.0071, -0.9026]],
  "lowdin_charge": [1.185, -0.322, -0.203, -0.011, -0.056, -0.103, -0.156, -0.738, 0.554, 0.132, 0.115, 0.122, 0.101, 0.184, -0.154, -0.017, -0.083, -0.049, -0.012, -0.246, 0.108, -0.281, -0.324, -0.324, 1.069, -0.474, -0.004, 0.165, 0.091, 0.102, 0.111, 0.081, 0.083, 0.064, 0.715, 0.727, -0.728, -0.104, -0.068, -0.024, -0.126, -0.078, -0.669, -0.086, -0.057, -0.083, -0.200, -0.099, 0.093, 0.134, 0.101, 0.097, 0.099, 0.098, 0.099, 0.067, -0.084, -0.137, -0.957, -0.133, 0.098, 0.096, 0.060, 0.890, -0.452],
  "energy_ha": -8468.68751,
  "relative_energy_kcal_mol": 14.3,
  "max_force_ha_per_bohr": 0.0606,
  "lumo_energy_ev": -0.73,
  "charge": 0
}

=====

# 2
{
  "formula": "C44H50BrF3NO8P",
  "method": "the ωB97M-V functional and the def2-TZVPD basis",
  "symbols": ["C", "O", "C", "C", "C", "C", "C", "C", "C", "C", "C", "C", "C", "C", "C", "C", "C", "P", "C", "O", "C", "C", "C", "O", "O", "C", "C", "O", "C", "O", "N", "C", "C", "O", "Br", "C", "O", "H", "H", "H", "H", "H", "H", "H", "H", "H", "H", "H", "H", "H", "H", "H", "H", "H", "H", "H", "H", "H", "H", "H", "H", "H", "H", "H", "H", "H", "H", "H", "H", "H", "H", "H", "F", "C", "C", "C", "C", "C", "C", "H", "H", "H", "H", "H", "F", "C", "C", "C", "C", "C", "C", "H", "H", "H", "H", "H", "F", "C", "C", "C", "C", "C", "C", "H", "H", "H", "H", "H"],
  "coordinates": [[6.4822, -2.6963, -1.0452], [5.6779, -1.6195, -1.5000], [6.1342, -0.3527, -1.0340], [7.0888, 0.2719, -2.0806], [8.2826, 1.0417, -1.4875], [7.8686, 2.1514, -0.4869], [7.8430, 3.5661, -1.1105], [6.4974, 3.8919, -1.7726], [5.3244, 3.9326, -0.7690], [3.9970, 3.4390, -1.4031], [3.1778, 2.5603, -0.4227], [2.4180, 1.3950, -1.1011], [0.9071, 1.5479, -1.2018], [0.2019, 2.3685, -0.3607], [-1.1386, 2.4787, -0.4861], [-1.8171, 1.7895, -1.4789], [-1.1398, 0.9464, -2.3306], [-2.0711, -0.0150, -3.6338], [-2.5703, 1.2877, -4.8493], [-3.4522, -0.6329, -2.9496], [0.2381, 0.8122, -2.1804], [0.9872, -0.1413, -3.1032], [0.5303, -1.6010, -3.0052], [0.4145, -2.2677, -3.9934], [0.2652, -2.0249, -1.7149], [0.5754, -3.3665, -1.4701], [1.6375, -3.6035, -0.4022], [0.0397, -4.2940, -2.0012], [-3.2914, 2.1692, -1.3803], [-4.1718, 2.0263, -2.1839], [-3.3772, 2.7989, -0.1213], [-4.3991, 2.4252, 0.8515], [-4.8357, 0.9605, 0.7412], [-5.5030, 0.4782, -0.1126], [-4.2434, -0.2215, 2.2137], [-2.1405, 3.2901, 0.3187], [-1.9395, 4.1777, 1.1094], [7.3714, -2.3567, -0.5043], [6.8079, -3.2714, -1.9180], [5.9103, -3.3535, -0.3811], [5.2371, 0.2718, -0.9241], [6.5819, -0.4179, -0.0324], [7.4809, -0.5484, -2.6897], [6.5361, 0.9389, -2.7489], [8.8553, 1.4923, -2.3056], [8.9798, 0.3662, -0.9804], [6.9266, 1.9154, 0.0078], [8.6344, 2.1591, 0.2962], [8.1038, 4.2913, -0.3321], [8.6406, 3.6118, -1.8594], [6.5892, 4.8839, -2.2306], [6.3211, 3.1958, -2.5984], [5.5788, 3.3727, 0.1339], [5.1915, 4.9762, -0.4702], [3.4006, 4.3391, -1.5893], [4.1682, 2.9617, -2.3704], [2.5551, 3.2209, 0.1790], [3.8977, 2.1109, 0.2718], [2.6688, 0.4532, -0.6033], [2.8006, 1.3362, -2.1209], [0.6879, 2.9437, 0.4167], [-3.2542, 0.8119, -5.5516], [-1.6595, 1.6118, -5.3574], [-3.0380, 2.1364, -4.3456], [-3.5533, -0.3413, -2.0369], [2.0517, -0.1782, -2.8622], [0.9388, 0.1556, -4.1490], [2.1895, -4.5130, -0.6144], [2.2796, -2.7252, -0.3141], [1.0988, -3.7320, 0.5413], [-5.2769, 3.0680, 0.7347], [-4.0032, 2.5656, 1.8567], [7.4730, 0.0534, 1.6247], [7.1494, 0.4519, 2.8750], [6.1994, 1.4401, 3.0392], [5.8645, 1.8451, 4.3230], [6.4885, 1.2663, 5.4197], [7.4448, 0.2771, 5.2340], [7.7762, -0.1390, 3.9527], [5.7297, 1.8846, 2.1708], [5.1166, 2.6134, 4.4673], [6.2285, 1.5868, 6.4199], [7.9340, -0.1715, 6.0881], [8.5129, -0.9142, 3.7873], [-11.3165, -1.8312, 1.1649], [-10.3389, -1.6368, 0.2550], [-10.3165, -2.4157, -0.8844], [-9.3119, -2.2112, -1.8201], [-8.3423, -1.2421, -1.6002], [-8.3783, -0.4718, -0.4460], [-9.3865, -0.6651, 0.4881], [-11.0770, -3.1712, -1.0334], [-9.2858, -2.8093, -2.7211], [-7.5572, -1.0873, -2.3291], [-7.6256, 0.2762, -0.2751], [-9.4372, -0.0698, 1.3908], [-8.7639, -6.3168, 5.8561], [-9.7055, -5.6405, 5.1691], [-9.3720, -5.0629, 3.9601], [-10.3444, -4.3710, 3.2523], [-11.6294, -4.2574, 3.7651], [-11.9453, -4.8410, 4.9845], [-10.9795, -5.5429, 5.6918], [-8.3626, -5.1560, 3.5813], [-10.1000, -3.9189, 2.3005], [-12.3839, -3.7131, 3.2124], [-12.9456, -4.7496, 5.3866], [-11.2082, -6.0117, 6.6398]],
  "lowdin_charge": [-0.105, -0.202, -0.219, -0.151, -0.187, -0.209, -0.200, -0.201, -0.189, -0.178, -0.176, -0.124, -0.125, 0.045, -0.065, -0.071, -0.205, 0.968, -0.243, -0.288, -0.147, -0.045, -0.476, 0.130, 0.081, -0.455, 0.031, 0.159, -0.341, 0.142, 0.043, -0.101, -0.727, 0.036, 0.689, -0.330, 0.148, 0.087, 0.086, 0.083, 0.106, 0.092, 0.113, 0.099, 0.105, 0.106, 0.066, 0.107, 0.110, 0.104, 0.109, 0.095, 0.077, 0.111, 0.110, 0.101, 0.094, 0.087, 0.125, 0.097, 0.125, 0.040, 0.038, 0.024, 0.024, 0.112, 0.133, 0.089, 0.075, 0.093, 0.143, 0.109, 0.031, -0.269, -0.011, -0.076, -0.093, -0.079, -0.013, 0.097, 0.107, 0.103, 0.106, 0.119, 0.045, -0.297, -0.023, -0.080, -0.081, -0.077, -0.011, 0.117, 0.105, 0.106, 0.072, 0.117, 0.054, -0.291, -0.016, -0.077, -0.093, -0.085, -0.023, 0.117, 0.093, 0.099, 0.103, 0.115],
  "energy_ha": -5578.25559,
  "max_force_ha_per_bohr": 0.0400,
  "smiles": "COCCCCCCCCCCc1cc2c(c(P(C)O)c1CC(=O)OC(C)=O)C(=O)N(CC(=O)Br)C2=O.Fc1ccccc1.Fc1ccccc1.Fc1ccccc1",
  "lumo_energy_ev": -0.76,
  "charge": 0
}

=====

# 3
{
  "formula": "C30H79IN3O14PS",
  "method": "the ωB97M-V functional and the def2-TZVPD basis",
  "symbols": ["C", "C", "C", "I", "C", "C", "P", "C", "C", "C", "C", "C", "C", "N", "S", "N", "C", "C", "N", "C", "C", "C", "H", "H", "H", "H", "H", "H", "H", "H", "H", "H", "H", "H", "H", "H", "H", "H", "H", "H", "H", "H", "H", "H", "H", "C", "O", "H", "H", "H", "H", "C", "O", "H", "H", "H", "H", "C", "O", "H", "H", "H", "H", "C", "O", "H", "H", "H", "H", "C", "O", "H", "H", "H", "H", "C", "O", "H", "H", "H", "H", "C", "O", "H", "H", "H", "H", "C", "O", "H", "H", "H", "H", "C", "O", "H", "H", "H", "H", "C", "O", "H", "H", "H", "H", "C", "O", "H", "H", "H", "H", "C", "O", "H", "H", "H", "H", "C", "O", "H", "H", "H", "H", "C", "O", "H", "H", "H", "H"],
  "coordinates": [[0.4886, -5.9736, -0.5626], [-0.9917, -5.6458, -0.1399], [-1.7980, -4.6736, -1.1157], [-0.9944, -4.5117, -3.1239], [-2.0751, -3.2729, -0.4306], [-1.0323, -2.1788, -0.2226], [0.7434, -2.3613, -0.7795], [1.9013, -1.4137, 0.3860], [2.1737, 0.0797, -0.0482], [0.8431, -1.4104, -2.4095], [2.2911, -1.4822, -3.0793], [-1.3564, -0.9203, 0.4660], [-2.7152, -0.6219, 1.0174], [-3.1118, 0.5147, 1.7009], [-4.7276, 0.1916, 2.0461], [-4.9355, -1.3134, 1.3530], [-3.7449, -1.7215, 0.7867], [-3.4328, -3.0209, 0.0776], [-4.5214, -3.9920, -0.0700], [-5.1493, -3.6606, -1.1804], [-6.1447, -2.4405, -1.2687], [-4.9253, -4.4528, -2.5335], [0.5546, -6.5522, -1.5322], [0.8925, -6.6897, 0.2224], [1.1840, -5.0950, -0.5553], [-1.5464, -6.6355, -0.1524], [-1.0989, -5.2562, 0.9094], [-2.8240, -5.1278, -1.2300], [1.4425, -1.5125, 1.4119], [2.8935, -1.9545, 0.3316], [2.5900, 0.6902, 0.7989], [1.2444, 0.6191, -0.4099], [2.9114, 0.1564, -0.9017], [0.6068, -0.3113, -2.2713], [0.0846, -1.7727, -3.1645], [2.5985, -0.4220, -3.3292], [2.2019, -2.0132, -4.0627], [3.0802, -1.8973, -2.3981], [-0.5514, -0.1622, 0.6217], [-5.5049, -1.5028, -1.2396], [-6.6459, -2.4477, -2.2739], [-6.8530, -2.3853, -0.4062], [-4.0975, -3.9006, -3.0701], [-5.8708, -4.5304, -3.1339], [-4.5288, -5.4933, -2.3361], [0.5508, 3.8035, -0.8939], [-0.2935, 2.7481, -1.3455], [1.1216, 4.1814, -1.7406], [-0.0547, 4.6105, -0.4785], [1.2394, 3.4268, -0.1340], [-0.7868, 2.4313, -0.5801], [-5.0432, -7.7766, 1.4845], [-5.0255, -6.6680, 2.3703], [-4.9701, -8.6924, 2.0697], [-5.9782, -7.7852, 0.9170], [-4.1934, -7.7181, 0.7985], [-5.0913, -5.8702, 1.8287], [-4.9616, -0.3553, 6.1926], [-3.5776, -0.3977, 5.8691], [-5.0704, -0.2130, 7.2662], [-5.4365, 0.4788, 5.6682], [-5.4351, -1.2972, 5.9036], [-3.5131, -0.5248, 4.9142], [2.5123, 7.1784, 0.7741], [1.8227, 5.9297, 0.7872], [2.2574, 7.7092, -0.1417], [2.2097, 7.7757, 1.6331], [3.5907, 7.0031, 0.8025], [2.0638, 5.4800, 1.6042], [5.4036, 0.3451, -3.3211], [5.0478, -0.1507, -2.0351], [4.9405, -0.2825, -4.0828], [5.0449, 1.3725, -3.4327], [6.4870, 0.3131, -3.4345], [5.4707, 0.4222, -1.3833], [0.7798, -1.5293, 4.6795], [0.9779, -0.5737, 3.6438], [0.7524, -2.5237, 4.2359], [1.6034, -1.4767, 5.3961], [-0.1677, -1.3352, 5.1881], [0.9986, 0.2960, 4.0581], [4.3280, 10.3635, 2.8461], [3.6399, 9.1168, 2.8633], [4.0729, 10.8925, 1.9300], [4.0243, 10.9640, 3.7079], [5.4068, 10.1894, 2.8738], [3.8830, 8.6694, 3.6816], [6.3836, -2.3263, -0.3973], [6.9838, -1.2788, 0.3623], [6.1584, -1.9492, -1.3905], [7.0760, -3.1689, -0.4777], [5.4576, -2.6486, 0.0858], [7.1748, -1.6328, 1.2376], [3.9453, 9.8243, -1.3875], [3.9705, 10.9350, -0.4939], [4.0069, 8.9050, -0.8085], [3.0148, 9.8316, -1.9558], [4.7993, 9.8808, -2.0672], [3.9149, 11.7325, -1.0316], [8.8345, 2.1740, -2.5828], [8.1336, 0.9361, -2.5663], [8.5914, 2.7005, -3.5046], [8.5313, 2.7840, -1.7282], [9.9113, 1.9919, -2.5447], [8.3642, 0.4886, -1.7419], [-8.3242, -5.0432, 0.5161], [-8.6201, -4.4144, -0.7265], [-9.1325, -4.8329, 1.2144], [-8.2414, -6.1240, 0.3755], [-7.3873, -4.6483, 0.9192], [-7.8929, -4.6144, -1.3260], [1.4175, -8.5214, -4.3482], [2.2981, -7.4105, -4.4458], [1.8703, -9.3712, -4.8569], [1.2540, -8.7755, -3.2973], [0.4630, -8.2825, -4.8248], [1.8766, -6.6720, -3.9890], [2.7440, 10.0060, -5.5214], [2.5348, 9.3359, -4.2846], [3.5989, 10.6724, -5.4167], [2.9498, 9.2769, -6.3091], [1.8592, 10.5926, -5.7809], [1.7757, 8.7533, -4.4004], [-8.7662, 1.3628, 7.2855], [-7.4352, 1.3914, 7.7844], [-9.3405, 0.6422, 7.8656], [-9.2222, 2.3511, 7.3852], [-8.7634, 1.0597, 6.2351], [-6.9476, 2.0340, 7.2572]],
  "lowdin_charge": [-0.195, -0.265, -0.653, 0.908, -0.172, -0.282, 0.960, -0.378, -0.162, -0.439, -0.159, -0.013, -0.324, -0.236, 0.939, -0.255, -0.241, -0.141, 0.056, -0.298, -0.038, -0.036, 0.030, 0.078, 0.016, 0.105, 0.119, 0.032, 0.054, 0.061, 0.073, 0.043, 0.054, 0.067, 0.009, 0.067, 0.069, 0.060, 0.089, 0.092, 0.083, 0.083, 0.067, 0.079, 0.085, -0.167, -0.142, 0.082, 0.070, 0.064, 0.063, -0.162, -0.133, 0.078, 0.066, 0.066, 0.043, -0.167, -0.137, 0.076, 0.063, 0.082, 0.047, -0.150, -0.138, 0.070, 0.063, 0.079, 0.077, -0.146, -0.168, 0.075, 0.085, 0.049, 0.080, -0.147, -0.144, 0.079, 0.076, 0.075, 0.077, -0.144, -0.142, 0.059, 0.075, 0.078, 0.078, -0.153, -0.133, 0.058, 0.078, 0.073, 0.073, -0.143, -0.133, 0.058, 0.062, 0.081, 0.076, -0.138, -0.153, 0.082, 0.079, 0.077, 0.084, -0.145, -0.133, 0.083, 0.075, 0.064, 0.050, -0.166, -0.133, 0.077, 0.071, 0.074, 0.051, -0.153, -0.139, 0.078, 0.076, 0.076, 0.080, -0.159, -0.136, 0.078, 0.075, 0.074, 0.071],
  "energy_ha": -3444.85721,
  "relative_energy_kcal_mol": 83.9,
  "max_force_ha_per_bohr": 0.0714,
  "lumo_energy_ev": -1.00,
  "charge": 0
}